[1]
Computed, not measured: the molecule C25H23NO6 at a distorted geometry, with ωB97M-V/def2-TZVPD.

Structure (XYZ):
```
55
Properties=species:S:1:pos:R:3:mulliken_charge:R:1
C 1.54269 1.42052 1.04258 -0.8102
C 2.06306 2.20126 2.24140 -0.8829
C 1.75061 1.46953 3.55955 0.0837
N 0.33363 1.28566 3.74855 -0.1208
C -0.22635 0.05991 3.85278 0.6821
O 0.41432 -0.96162 3.69142 -0.7460
C -1.71570 0.06946 4.13289 -0.8454
C -2.46367 -0.72774 3.05159 -1.3021
C -2.13517 -0.21952 1.67386 0.2505
C -1.41549 -0.91273 0.75090 1.5069
C -0.83890 -2.25238 1.08770 -2.0483
C -1.20446 -0.32758 -0.55941 1.2429
C -0.55103 -0.97987 -1.60561 -0.9162
C -0.37773 -0.33321 -2.81631 0.4305
C 0.21168 -0.68929 -4.08328 0.4179
C 0.89464 -1.92974 -4.43217 0.7092
C 0.72651 -2.49551 -5.69433 -0.6028
C 1.37339 -3.67077 -6.02642 -0.5924
C 2.19759 -4.29697 -5.10573 -0.3809
C 2.37744 -3.73703 -3.85216 -0.6831
C 1.73197 -2.56159 -3.51565 -0.3702
C 0.00067 0.38781 -4.88609 -0.6412
O -0.65244 1.39754 -4.25732 -0.4660
C -0.89242 0.97016 -3.00166 -0.7009
C -1.55691 1.64019 -1.99564 -1.2693
C -1.70360 0.97899 -0.78298 0.0482
O -2.36536 1.66145 0.17925 -0.4744
C -2.63639 1.12085 1.40010 0.5877
O -3.25484 1.80230 2.18566 -0.6982
C 2.32125 2.26575 4.72054 0.2102
O 1.66316 2.87977 5.51554 -0.5678
O 3.65475 2.23383 4.74404 -0.4448
H 1.79282 1.93376 0.11755 0.4909
H 1.97570 0.42374 1.01853 0.3635
H 0.46252 1.32078 1.09865 -0.0887
H 3.14382 2.32820 2.16849 0.4006
H 1.59967 3.19026 2.26670 0.3648
H 2.20526 0.47224 3.54301 0.4455
H -0.19882 2.10850 3.98773 0.3005
H -1.88584 -0.40296 5.10207 0.4575
H -2.09876 1.08798 4.16299 0.3869
H -3.53524 -0.59693 3.21792 0.4448
H -2.21645 -1.78244 3.14094 0.4260
H -0.32972 -2.19518 2.04844 0.3701
H -1.62993 -2.99806 1.15871 0.3637
H -0.11997 -2.58579 0.34924 0.3057
H -0.19931 -1.99138 -1.49576 0.7793
H 0.07397 -2.01400 -6.40745 0.4325
H 1.23252 -4.10265 -7.00635 0.3759
H 2.69993 -5.21675 -5.36567 0.3866
H 3.02644 -4.21682 -3.13418 0.3816
H 1.89742 -2.11303 -2.54745 0.6030
H 0.28565 0.56836 -5.90444 0.5229
H -1.96384 2.62842 -2.12528 0.5230
H 3.99645 2.76147 5.48415 0.3578
```

Computed properties:
- LUMO energy: 0.0444 eV
- Orbital gap: 8.352 eV
- Maximum force: 1.19 eV/Å
- Net charge: 0
- Molecular weight: 433.460 g/mol
- Relative energy (zero: lowest compared OMol25 entry of this formula, charge and spin): 0.0 kJ/mol
- Energy: -40075.4295 eV
- E_HOMO: -8.31 eV



[2]
Computed, not measured: the molecule C10H8N2O2 at a distorted geometry, with ωB97M-V/def2-TZVPD.

Structure (XYZ):
```
22
Properties=species:S:1:pos:R:3:mulliken_charge:R:1
O 2.21737 -2.01989 -0.79100 -0.4664
C 1.14574 -1.54389 -0.89189 -0.2831
C 0.69708 -0.35630 -0.09461 1.2209
C -0.84401 -0.40287 0.04511 1.7562
C -1.22716 -1.65782 0.87537 -0.1595
O -2.27335 -2.19630 0.87055 -0.4564
C -1.38240 0.77536 0.82185 -1.0047
C -2.34937 1.35109 0.09857 -0.4763
C -2.39350 0.57968 -1.20402 -0.5562
N -1.57426 -0.38716 -1.26176 -0.6206
C 1.37349 0.77510 -0.86132 -1.0727
C 2.39716 1.19605 -0.10932 -0.3660
C 2.26987 0.56477 1.17722 -0.4005
N 1.39392 -0.36752 1.19092 -0.6490
H 0.35936 -1.86184 -1.51278 0.5608
H -0.27061 -1.81687 1.56591 0.3671
H -1.01336 0.97496 1.87198 0.3926
H -2.86845 2.18461 0.53130 0.4239
H -2.98030 0.62057 -2.10445 0.5014
H 1.13653 0.92192 -1.87600 0.5235
H 3.20613 1.83211 -0.39620 0.4463
H 2.98011 0.83422 2.05458 0.3188
```

Computed properties:
- LUMO energy: -0.0607 eV
- Orbital gap: 9.581 eV
- Maximum force: 3.49 eV/Å
- Net charge: 0
- Molecular weight: 188.186 g/mol
- Relative energy (zero: lowest compared OMol25 entry of this formula, charge and spin): 233.6 kJ/mol
- Energy: -17571.2032 eV
- E_HOMO: -9.64 eV



[3]
Computed, not measured: a cluster of 2 separate species, C5H10O in total, with ωB97M-V/def2-TZVPD.

Structure (XYZ):
```
16
Properties=species:S:1:pos:R:3:mulliken_charge:R:1
C 0.37782 1.15932 -0.86854 -0.9723
C -0.26283 0.13584 -0.33541 0.4826
C -1.56097 -0.47768 -0.04677 -0.6615
C -0.32903 -0.74046 0.83318 0.0607
C -0.14374 -0.05860 2.16845 -1.3266
H -0.05570 1.76649 -1.65680 0.2640
H 1.38790 1.41002 -0.55008 0.3528
H -1.92052 -1.31440 -0.64253 0.2284
H -2.34143 0.18679 0.31681 0.2331
H 0.05918 -1.75669 0.75608 0.3404
H 0.92008 -0.03477 2.43101 0.3140
H -0.48318 0.97984 2.09091 0.3294
H -0.69021 -0.55095 2.97707 0.3309
O 1.69448 -0.25727 -2.89453 -0.6666
H 0.94962 -0.42488 -2.30034 0.3545
H 2.39853 -0.02259 -2.27852 0.3363
```

Computed properties:
- LUMO energy: 0.9446 eV
- Orbital gap: 10.710 eV
- Maximum force: 0.30 eV/Å
- Net charge: 0
- Molecular weight: 86.134 g/mol
- Relative energy (zero: lowest compared OMol25 entry of this formula, charge and spin): 209.0 kJ/mol
- Energy: -7392.5997 eV
- E_HOMO: -9.77 eV



[4]
Computed, not measured: a structure of composition C27H38ClP2Tl at a distorted geometry, with ωB97M-V/def2-TZVPD.

Structure (XYZ):
```
69
Properties=species:S:1:pos:R:3:mulliken_charge:R:1
Tl 0.59017 -0.00893 0.41543 1.1397
Cl 1.01124 1.43795 2.73969 -0.2855
P -1.12700 -2.07466 0.14157 0.2458
C -0.15170 -3.26524 -0.77552 0.5601
C -0.72747 -3.93347 -1.86649 -0.3707
C -0.03624 -4.97107 -2.48504 -0.7216
C 1.27213 -5.27876 -2.04757 -0.4664
C 1.88987 -4.54105 -1.02177 -0.7256
C 1.19493 -3.51380 -0.39987 -0.3794
C -1.41320 -2.64992 1.81592 0.7042
C -1.90567 -1.74555 2.79128 -0.3783
C -2.13471 -2.20919 4.08098 -0.7243
C -1.84854 -3.54391 4.40437 -0.4346
C -1.30784 -4.42334 3.45693 -0.6918
C -1.06468 -3.97475 2.16728 -0.3773
C -2.68294 -1.61200 -0.58324 0.4556
C -3.02154 -0.28164 -0.92047 0.2119
C -4.30081 -0.02162 -1.40275 -0.5713
C -5.22634 -1.07596 -1.52258 -0.4876
C -4.89774 -2.39723 -1.14610 -0.7989
C -3.62444 -2.65706 -0.66575 -0.3746
H -2.10337 -0.69978 2.50889 0.3908
H -2.54745 -1.52744 4.82494 0.4141
H -2.05214 -3.90464 5.40562 0.4073
H -1.08327 -5.46069 3.70386 0.4207
H -0.61567 -4.61775 1.40083 0.3872
H -1.73903 -3.66424 -2.18097 0.4830
H -0.51181 -5.54780 -3.28282 0.4379
H 1.80936 -6.10311 -2.51842 0.3996
H 2.91236 -4.79354 -0.69576 0.3977
H 1.66043 -2.91892 0.39135 0.3121
H -2.29379 0.52401 -0.78011 -0.2003
H -4.58778 1.00140 -1.68829 0.3961
H -6.22393 -0.87429 -1.91435 0.4085
H -5.61529 -3.21832 -1.23012 0.4117
H -3.33647 -3.65990 -0.33812 0.5008
H -1.50910 -3.88300 -7.12250 -0.0183
H -2.11016 -3.43899 -7.14199 0.0188
C 2.93636 3.91330 2.73990 -1.5761
C 1.98702 4.21524 1.58041 0.7967
C 2.56462 5.41221 0.80920 -1.5202
P 1.44648 2.76935 0.61498 -0.3291
C -0.12708 3.22575 -0.34487 1.0770
C -0.28783 4.73067 -0.60283 -1.7212
C -0.39032 2.46088 -1.64568 -1.6314
C 2.83148 2.01457 -0.42380 0.6149
C 3.56416 3.06228 -1.26938 -1.4800
C 3.79847 1.17211 0.40565 -1.1634
H 3.89050 3.50384 2.39899 0.2732
H 2.48737 3.18942 3.41829 0.4053
H 3.11086 4.84426 3.29399 0.4506
H 1.01330 4.53264 2.00416 0.3575
H 3.61578 5.22523 0.54445 0.3462
H 2.01617 5.66748 -0.10003 0.2784
H 2.52597 6.29501 1.48447 0.4747
H -0.87365 2.91162 0.40937 0.4229
H 0.45693 5.07830 -1.33492 0.3508
H -1.28149 4.95150 -1.03205 0.4454
H -0.18229 5.35029 0.30479 0.4288
H -0.43543 1.37220 -1.54813 0.3817
H -1.37131 2.75640 -2.04509 0.4992
H 0.36114 2.71101 -2.40568 0.3509
H 2.30256 1.32547 -1.12195 0.4449
H 4.18717 3.70274 -0.63154 0.2901
H 4.22855 2.56342 -1.99979 0.4679
H 2.88671 3.71409 -1.85245 0.3411
H 3.33361 0.30244 0.90183 0.2416
H 4.58221 0.77834 -0.25636 0.4325
H 4.28160 1.77608 1.18573 0.1519
```

Computed properties:
- LUMO energy: -8.1462 eV
- Orbital gap: 5.120 eV
- Maximum force: 1.52 eV/Å
- Net charge: +2
- Molecular weight: 664.385 g/mol
- Energy: -64392.7578 eV
- E_HOMO: -13.27 eV



[5]
Computed, not measured: a cluster of 2 separate species, H2O4S in total at a distorted geometry, with ωB97M-V/def2-TZVPD.

Structure (XYZ):
```
7
Properties=species:S:1:pos:R:3:mulliken_charge:R:1
O 1.94510 1.27142 -0.16570 -0.4953
O 3.40123 -0.62837 -0.59756 -0.3598
O -0.46608 0.24549 -0.60959 -0.3732
O 0.14889 -0.78205 0.19522 -0.3160
S 2.80297 0.21943 0.39996 0.7978
H -0.24653 -1.42765 -0.33735 0.3257
H 0.25642 0.98518 -0.67402 0.4207
```

Computed properties:
- LUMO energy: -1.4952 eV
- Orbital gap: 8.860 eV
- Maximum force: 2.80 eV/Å
- Net charge: 0
- Molecular weight: 98.079 g/mol
- Relative energy (zero: lowest compared OMol25 entry of this formula, charge and spin): 12.4 kJ/mol
- Energy: -19054.0697 eV
- E_HOMO: -10.35 eV



Look up the molecular weight of the third one. 86.134 g/mol



Among the records above, which one has the lowest E_HOMO? C27H38ClP2Tl



What is the formula in the first record? C25H23NO6